[1]
Density functional theory data (wB97M-V/def2-TZVPD) for a cluster of 7 separate species, C26H37BF7N10O4S in total in a non-equilibrium geometry.

**Molecular weight**: 729.51 g/mol
**E**: -81180.1360 eV
**Net charge**: +1
**HOMO-LUMO gap**: 8.2022 eV
**LUMO energy**: -4.38 eV
**HOMO level**: -12.577 eV

Geometry (Å):
C (2.948, -2.825, 0.767)
C (3.572, -1.643, 0.014)
C (3.004, -1.446, -1.391)
C (3.899, -0.611, -2.312)
N (1.655, -0.811, -1.317)
C (0.604, -1.363, -1.896)
C (-0.638, -0.749, -1.797)
S (-2.000, -1.540, -2.656)
O (-1.561, -1.603, -4.015)
O (-3.272, -1.001, -2.317)
C (-1.983, -3.321, -2.017)
F (-0.925, -3.525, -1.206)
F (-1.852, -4.083, -3.090)
C (-3.265, -3.748, -1.249)
F (-3.142, -5.068, -1.041)
F (-4.335, -3.542, -2.012)
C (-3.428, -3.053, 0.154)
F (-3.045, -3.873, 1.122)
F (-2.647, -1.953, 0.223)
F (-4.688, -2.694, 0.350)
C (-0.744, 0.432, -1.104)
N (-1.980, 1.106, -1.000)
C (-2.627, 1.070, 0.321)
C (-2.097, 2.322, -1.705)
C (-1.148, 2.552, -2.861)
O (-2.950, 3.113, -1.391)
C (0.452, 0.961, -0.542)
B (0.577, 2.386, 0.211)
N (1.587, 3.241, -0.334)
O (-0.242, 2.628, 1.271)
N (1.603, 0.330, -0.663)
H (3.671, -3.274, 1.447)
H (2.628, -3.610, 0.074)
H (2.068, -2.524, 1.342)
H (4.644, -1.813, -0.102)
H (3.453, -0.726, 0.592)
H (2.858, -2.433, -1.835)
H (3.697, -0.852, -3.359)
H (4.938, -0.826, -2.081)
H (3.716, 0.453, -2.166)
H (0.764, -2.283, -2.442)
H (-3.644, 0.681, 0.243)
H (-2.665, 2.046, 0.793)
H (-2.076, 0.405, 0.988)
H (-0.951, 1.631, -3.415)
H (-1.641, 3.245, -3.540)
H (-0.203, 2.979, -2.515)
H (1.551, 4.159, 0.101)
H (2.522, 2.904, -0.104)
H (-0.630, 3.511, 1.301)
C (8.464, 0.175, -0.986)
C (7.189, 0.817, -1.267)
N (6.161, 1.267, -1.498)
H (8.518, -0.771, -1.520)
H (9.290, 0.814, -1.294)
H (8.533, -0.021, 0.081)
C (-5.662, 0.192, 2.927)
C (-4.546, 1.108, 3.128)
N (-3.669, 1.829, 3.296)
H (-5.461, -0.451, 2.070)
H (-5.796, -0.427, 3.810)
H (-6.579, 0.748, 2.752)
C (9.436, -3.738, 1.265)
C (8.248, -2.977, 0.903)
N (7.313, -2.378, 0.618)
H (9.449, -4.682, 0.723)
H (10.331, -3.171, 1.014)
H (9.432, -3.941, 2.334)
C (-7.308, 0.050, 7.370)
C (-7.735, 0.064, 5.977)
N (-8.085, 0.076, 4.886)
H (-7.249, 1.069, 7.748)
H (-8.023, -0.511, 7.968)
H (-6.328, -0.418, 7.454)
C (3.106, 7.540, 1.425)
C (3.296, 6.095, 1.407)
N (3.468, 4.962, 1.389)
H (3.159, 7.931, 0.411)
H (2.135, 7.782, 1.854)
H (3.885, 8.004, 2.027)
C (-6.366, -0.539, -3.298)
C (-7.755, -0.126, -3.457)
N (-8.846, 0.199, -3.582)
H (-6.230, -1.544, -3.693)
H (-5.710, 0.144, -3.835)
H (-6.095, -0.531, -2.244)

[2]
Density functional theory data (wB97M-V/def2-TZVPD) for a structure of composition C26H37Br8ClFIN2O3S in a non-equilibrium geometry.

**Molecular weight**: 1278.25 g/mol
**E**: -631193.1001 eV
**HOMO-LUMO gap**: 7.1768 eV
**LUMO energy**: -1.09 eV
**HOMO level**: -8.269 eV

Geometry (Å):
O (-2.356, -3.732, -1.341)
C (-1.840, -3.597, -2.474)
O (-2.162, -2.530, -3.398)
C (-1.017, -1.601, -3.230)
C (-1.346, -0.106, -3.706)
C (-0.789, 1.043, -2.703)
C (-1.434, 0.863, -1.239)
C (-0.468, 1.241, -0.023)
C (0.942, 0.519, 0.234)
C (1.502, -0.640, -0.724)
C (1.325, -2.114, -0.094)
C (1.850, -3.203, -1.150)
I (3.998, -3.075, -1.547)
C (1.856, 0.873, 1.464)
C (3.248, 0.133, 1.773)
C (3.030, -0.812, 3.086)
O (1.896, -0.923, 3.597)
Cl (4.463, -1.761, 3.795)
C (1.425, 1.987, 2.522)
N (2.181, 2.371, 3.693)
S (1.115, 3.578, 4.343)
N (-0.230, 3.603, 3.259)
C (0.030, 2.653, 2.201)
C (-0.936, 2.328, 0.974)
C (-2.306, 3.150, 0.923)
C (-2.010, 4.668, 0.423)
F (-2.523, 5.579, 1.451)
H (-1.023, -4.363, -2.776)
H (-0.738, -1.682, -2.105)
H (-0.089, -2.024, -3.790)
H (-1.019, 0.109, -4.798)
H (-2.502, 0.006, -3.703)
H (0.368, 1.107, -2.700)
H (-1.144, 2.051, -3.141)
H (-2.372, 1.545, -1.214)
H (-1.836, -0.199, -1.026)
H (2.636, -0.439, -0.872)
H (1.050, -0.652, -1.773)
H (0.203, -2.224, 0.163)
H (1.901, -2.264, 0.897)
H (1.268, -3.176, -2.151)
H (1.614, -4.242, -0.693)
H (4.121, 0.879, 1.934)
H (3.594, -0.578, 0.945)
H (-2.667, 3.258, 2.021)
H (-3.158, 2.640, 0.361)
H (-0.868, 4.798, 0.355)
H (-2.449, 4.895, -0.610)
Br (1.512, 4.045, -0.738)
C (2.240, 5.828, -0.439)
C (3.476, 5.775, 0.424)
Br (3.030, 5.502, 2.305)
H (1.440, 6.433, -0.012)
H (2.484, 6.204, -1.435)
H (4.003, 6.731, 0.396)
H (4.163, 4.977, 0.142)
Br (-1.812, 2.639, -6.732)
C (-1.484, 1.997, -8.543)
C (-1.327, 0.496, -8.571)
Br (0.427, -0.043, -7.913)
H (-0.611, 2.531, -8.917)
H (-2.363, 2.301, -9.116)
H (-1.373, 0.125, -9.596)
H (-2.068, -0.027, -7.966)
Br (-4.275, -3.231, 2.799)
C (-2.712, -4.115, 2.040)
C (-1.500, -3.937, 2.921)
Br (-0.747, -2.147, 2.735)
H (-2.579, -3.718, 1.034)
H (-2.987, -5.170, 1.975)
H (-0.700, -4.614, 2.615)
H (-1.709, -4.085, 3.980)
Br (-2.315, -4.432, 7.746)
C (-0.397, -4.438, 8.099)
C (0.384, -4.012, 6.882)
Br (0.482, -5.447, 5.566)
H (-0.141, -5.438, 8.449)
H (-0.257, -3.725, 8.914)
H (1.422, -3.799, 7.147)
H (-0.042, -3.145, 6.376)

[3]
Density functional theory data (wB97M-V/def2-TZVPD) for the ion C26H37ClN2O8P with charge +1 in a non-equilibrium geometry.

**Molecular weight**: 572.01 g/mol
**E**: -68715.3026 eV
**Net charge**: +1
**HOMO-LUMO gap**: 5.8639 eV
**SMILES**: CCOCCCCCc1c(COc2ccccc2)[nH+]c(P(=O)(O)O)c(Cl)c1C(=O)OCCCCNC(C)=O
**LUMO energy**: -5.53 eV
**HOMO level**: -11.394 eV

Geometry (Å):
C (7.822, -4.525, -0.177)
C (6.325, -4.174, 0.345)
O (5.876, -2.875, -0.121)
C (4.434, -2.841, -0.268)
C (3.745, -1.572, 0.457)
C (2.319, -1.930, 1.153)
C (1.067, -1.773, 0.126)
C (0.026, -0.621, 0.628)
C (-0.151, 0.533, -0.485)
C (0.811, 1.771, -0.332)
C (1.917, 1.823, 0.841)
O (2.491, 3.152, 1.007)
C (3.751, 2.893, 1.699)
C (5.030, 2.770, 0.804)
C (6.397, 2.466, 1.491)
C (6.395, 2.299, 3.033)
C (5.151, 2.452, 3.953)
C (3.786, 2.760, 3.252)
N (0.705, 2.858, -1.258)
C (-0.241, 2.906, -2.375)
P (-0.143, 4.449, -3.453)
O (1.371, 4.659, -3.747)
O (-0.630, 5.870, -2.617)
O (-0.907, 4.317, -4.955)
C (-1.238, 1.712, -2.601)
Cl (-2.465, 1.754, -3.968)
C (-1.205, 0.443, -1.651)
C (-2.155, -0.832, -1.845)
O (-1.738, -1.969, -1.476)
O (-3.437, -0.800, -2.453)
C (-4.406, -0.043, -1.661)
C (-5.820, -0.846, -1.804)
C (-6.489, -1.221, -0.386)
C (-7.702, -0.208, -0.035)
N (-9.021, -0.917, 0.089)
C (-9.106, -1.717, 1.330)
C (-9.128, -1.100, 2.813)
O (-9.204, -2.972, 1.207)
H (8.206, -3.774, -0.958)
H (8.531, -4.582, 0.733)
H (7.796, -5.578, -0.640)
H (5.655, -5.047, 0.019)
H (6.366, -4.120, 1.503)
H (3.908, -3.784, 0.126)
H (4.199, -2.781, -1.395)
H (3.595, -0.777, -0.369)
H (4.454, -1.075, 1.227)
H (2.222, -1.226, 2.066)
H (2.368, -3.005, 1.580)
H (1.489, -1.414, -0.890)
H (0.544, -2.799, 0.024)
H (0.291, -0.192, 1.654)
H (-1.015, -1.111, 0.736)
H (1.515, 1.499, 1.859)
H (2.787, 1.145, 0.480)
H (4.952, 2.902, -0.335)
H (7.325, 2.377, 0.839)
H (7.397, 2.047, 3.548)
H (5.264, 2.337, 5.089)
H (2.837, 2.875, 3.895)
H (1.374, 3.648, -1.146)
H (0.083, 6.532, -2.832)
H (-0.446, 3.688, -5.556)
H (-4.582, 0.956, -2.221)
H (-4.105, 0.131, -0.574)
H (-6.570, -0.296, -2.475)
H (-5.591, -1.842, -2.340)
H (-6.920, -2.276, -0.471)
H (-5.689, -1.122, 0.425)
H (-7.830, 0.584, -0.854)
H (-7.426, 0.303, 0.970)
H (-9.766, -0.189, 0.087)
H (-9.425, -1.973, 3.509)
H (-8.106, -0.726, 3.159)
H (-9.920, -0.287, 2.968)

Among the records above, which one has the lowest LUMO energy?
C26H37ClN2O8P

Copy entry 3 word for word.
Density functional theory data (wB97M-V/def2-TZVPD) for the ion C26H37ClN2O8P with charge +1 in a non-equilibrium geometry.

**Molecular weight**: 572.01 g/mol
**E**: -68715.3026 eV
**Net charge**: +1
**HOMO-LUMO gap**: 5.8639 eV
**SMILES**: CCOCCCCCc1c(COc2ccccc2)[nH+]c(P(=O)(O)O)c(Cl)c1C(=O)OCCCCNC(C)=O
**LUMO energy**: -5.53 eV
**HOMO level**: -11.394 eV

Geometry (Å):
C (7.822, -4.525, -0.177)
C (6.325, -4.174, 0.345)
O (5.876, -2.875, -0.121)
C (4.434, -2.841, -0.268)
C (3.745, -1.572, 0.457)
C (2.319, -1.930, 1.153)
C (1.067, -1.773, 0.126)
C (0.026, -0.621, 0.628)
C (-0.151, 0.533, -0.485)
C (0.811, 1.771, -0.332)
C (1.917, 1.823, 0.841)
O (2.491, 3.152, 1.007)
C (3.751, 2.893, 1.699)
C (5.030, 2.770, 0.804)
C (6.397, 2.466, 1.491)
C (6.395, 2.299, 3.033)
C (5.151, 2.452, 3.953)
C (3.786, 2.760, 3.252)
N (0.705, 2.858, -1.258)
C (-0.241, 2.906, -2.375)
P (-0.143, 4.449, -3.453)
O (1.371, 4.659, -3.747)
O (-0.630, 5.870, -2.617)
O (-0.907, 4.317, -4.955)
C (-1.238, 1.712, -2.601)
Cl (-2.465, 1.754, -3.968)
C (-1.205, 0.443, -1.651)
C (-2.155, -0.832, -1.845)
O (-1.738, -1.969, -1.476)
O (-3.437, -0.800, -2.453)
C (-4.406, -0.043, -1.661)
C (-5.820, -0.846, -1.804)
C (-6.489, -1.221, -0.386)
C (-7.702, -0.208, -0.035)
N (-9.021, -0.917, 0.089)
C (-9.106, -1.717, 1.330)
C (-9.128, -1.100, 2.813)
O (-9.204, -2.972, 1.207)
H (8.206, -3.774, -0.958)
H (8.531, -4.582, 0.733)
H (7.796, -5.578, -0.640)
H (5.655, -5.047, 0.019)
H (6.366, -4.120, 1.503)
H (3.908, -3.784, 0.126)
H (4.199, -2.781, -1.395)
H (3.595, -0.777, -0.369)
H (4.454, -1.075, 1.227)
H (2.222, -1.226, 2.066)
H (2.368, -3.005, 1.580)
H (1.489, -1.414, -0.890)
H (0.544, -2.799, 0.024)
H (0.291, -0.192, 1.654)
H (-1.015, -1.111, 0.736)
H (1.515, 1.499, 1.859)
H (2.787, 1.145, 0.480)
H (4.952, 2.902, -0.335)
H (7.325, 2.377, 0.839)
H (7.397, 2.047, 3.548)
H (5.264, 2.337, 5.089)
H (2.837, 2.875, 3.895)
H (1.374, 3.648, -1.146)
H (0.083, 6.532, -2.832)
H (-0.446, 3.688, -5.556)
H (-4.582, 0.956, -2.221)
H (-4.105, 0.131, -0.574)
H (-6.570, -0.296, -2.475)
H (-5.591, -1.842, -2.340)
H (-6.920, -2.276, -0.471)
H (-5.689, -1.122, 0.425)
H (-7.830, 0.584, -0.854)
H (-7.426, 0.303, 0.970)
H (-9.766, -0.189, 0.087)
H (-9.425, -1.973, 3.509)
H (-8.106, -0.726, 3.159)
H (-9.920, -0.287, 2.968)

Which of these has the highest E?
C26H37ClN2O8P

What is the HOMO-LUMO gap in the first record?
8.2022 eV